1.
The following is a quantum chemistry calculation of a molecular structure, C4H9N2 at a distorted geometry, from OMol25.

Properties
highest occupied orbital energy = -0.5933 Eh

Structure (ORCA input):
```
! RIJCOSX wB97M-V def2-TZVPD def2/J DEFGRID3
* xyz 1 1
C -0.95 -0.75 0.93
C -0.01 -1.26 -0.72
C 1.25 0.44 0.70
C -0.72 1.03 -0.71
N -0.92 -1.83 0.26
N -0.03 0.04 0.07
H -1.24 -0.33 1.93
H 0.81 -1.83 -0.72
H -0.34 -1.01 -1.78
H 2.13 0.80 0.00
H 1.06 1.30 1.54
H 1.50 -0.51 1.26
H -0.01 1.38 -1.55
H -1.55 0.59 -1.12
H -0.98 1.93 -0.11
*
```


2.
The following is a quantum chemistry calculation of 2 unconnected molecules or ions with the total composition C13H31BrO5PS4 at a distorted geometry, from OMol25.

Properties
highest occupied orbital energy = -0.1565 Eh

Structure (ORCA input):
```
! RIJCOSX wB97M-V def2-TZVPD def2/J DEFGRID3
* xyz -1 1
C -3.66 2.41 -0.33
C -2.12 2.54 -0.27
S -1.29 1.47 -1.51
C 0.14 0.79 -0.58
C 0.24 -0.74 -0.56
C 0.59 -1.18 -2.01
C 2.07 -1.57 -2.21
O 1.41 -0.96 0.22
P 1.24 -1.71 1.75
S 0.41 0.12 2.78
C 1.96 -3.42 1.14
Br 3.91 -3.42 1.55
C 1.22 -4.62 1.75
C 2.10 -5.90 1.85
O -0.38 -2.15 1.36
C -0.87 -1.55 0.17
S -2.37 -0.60 0.73
C -1.47 -2.75 -0.62
O -0.38 -3.63 -0.90
O -0.89 -4.73 -1.64
H -4.04 2.26 0.69
H -4.12 3.33 -0.70
H -3.99 1.54 -0.90
H -1.82 3.58 -0.38
H -1.80 2.18 0.71
H 1.04 1.15 -1.08
H 0.14 1.23 0.42
H 0.41 -0.36 -2.72
H 0.00 -2.02 -2.38
H 2.16 -1.89 -3.26
H 2.36 -2.43 -1.61
H 2.72 -0.71 -2.05
H 2.52 -1.27 2.17
H 1.09 -2.34 3.04
H 1.42 1.02 2.78
H 1.83 -3.48 0.06
H 0.86 -4.41 2.76
H 0.41 -4.88 1.07
H 2.69 -6.06 0.95
H 2.72 -5.88 2.74
H 1.44 -6.78 1.92
H -3.31 -1.57 0.79
H -1.98 -2.44 -1.54
H -2.14 -3.28 0.06
H -1.03 -5.44 -1.01
C 1.18 7.30 -0.62
S -0.08 6.40 0.29
O -0.08 5.01 -0.22
C -1.49 7.24 -0.45
H 2.15 6.90 -0.33
H 1.03 7.16 -1.69
H 1.13 8.36 -0.36
H -1.46 7.11 -1.54
H -1.46 8.30 -0.20
H -2.40 6.80 -0.05
*
```


3.
The following is a quantum chemistry calculation of a molecular structure, C27H29BBrF4NO3PZn, from OMol25.

Properties
highest occupied orbital energy = -0.4242 Eh

Structure (ORCA input):
```
! RIJCOSX wB97M-V def2-TZVPD def2/J DEFGRID3
* xyz 1 1
Zn 0.06 -0.32 0.61
F -5.71 0.25 4.72
C -4.95 0.12 3.65
C -5.44 -0.51 2.52
F -6.68 -0.97 2.50
C -4.63 -0.64 1.40
F -5.17 -1.21 0.33
C -3.32 -0.18 1.38
P -2.24 -0.40 -0.08
C -2.67 -1.99 -0.80
C -2.76 -3.12 0.02
C -3.00 -4.36 -0.55
C -3.15 -4.49 -1.92
C -3.04 -3.37 -2.74
C -2.80 -2.12 -2.18
C -2.68 0.91 -1.23
C -3.97 1.06 -1.73
C -4.25 2.10 -2.61
C -3.24 2.98 -3.00
C -1.96 2.83 -2.50
C -1.67 1.79 -1.62
C -2.86 0.47 2.53
Br -1.14 1.27 2.62
C -3.65 0.61 3.65
F -3.21 1.23 4.73
H -2.64 -3.02 1.09
H -3.09 -5.23 0.09
H -3.34 -5.46 -2.36
H -3.15 -3.47 -3.81
H -2.73 -1.25 -2.82
H -4.76 0.37 -1.45
H -5.25 2.22 -3.00
H -3.47 3.78 -3.68
H -1.17 3.51 -2.80
H -0.66 1.68 -1.25
C 5.23 0.27 -0.98
C 4.03 0.98 -0.40
C 4.43 1.81 0.81
O 3.07 -0.02 0.09
B 1.81 0.48 -0.12
O 1.82 1.62 -0.89
C 3.17 1.77 -1.42
C 3.50 3.25 -1.51
C 3.17 1.14 -2.81
H 5.76 -0.26 -0.19
H 5.92 0.99 -1.42
H 4.94 -0.45 -1.74
H 4.86 1.16 1.57
H 3.56 2.32 1.24
H 5.18 2.56 0.55
H 3.35 3.75 -0.56
H 2.85 3.72 -2.25
H 4.53 3.39 -1.83
H 2.94 0.07 -2.75
H 4.13 1.27 -3.31
H 2.40 1.62 -3.41
C 2.83 -3.68 3.00
N 1.87 -2.62 2.76
C 2.26 -1.27 3.14
C 0.74 -2.85 2.12
O -0.09 -1.98 1.80
H 3.13 -3.68 4.05
H 3.72 -3.54 2.38
H 2.38 -4.65 2.76
H 2.87 -1.33 4.04
H 1.37 -0.68 3.36
H 2.83 -0.79 2.34
H 0.54 -3.90 1.90
*
```


4.
The following is a quantum chemistry calculation of a gas-phase ion, C5H11NO (charge +1) at a distorted geometry, from OMol25.

Properties
highest occupied orbital energy (alpha / beta) = -0.5687 / -0.5897 Eh

Structure (ORCA input):
```
! RIJCOSX wB97M-V def2-TZVPD def2/J DEFGRID3
* xyz 1 2
O -1.98 0.65 2.34
C -1.45 -0.07 1.60
C -0.94 0.39 0.10
C 0.63 0.28 0.20
C 1.15 1.02 -1.03
C 1.08 -1.17 0.43
N -1.62 -0.37 -0.86
H -1.28 -1.16 1.72
H -1.13 1.46 0.11
H 0.90 0.82 1.11
H 1.19 0.40 -1.94
H 2.16 1.38 -0.93
H 0.41 1.76 -1.34
H 1.84 -1.24 1.20
H 0.32 -1.87 0.78
H 1.52 -1.54 -0.47
H -1.92 0.16 -1.68
H -0.89 -0.91 -1.33
*
```


5.
The following is a quantum chemistry calculation of C3H2F2O2 in the gas phase at a distorted geometry, from OMol25.

Properties
highest occupied orbital energy = -0.3839 Eh
SMILES = O=C(O)C=C(F)F

Structure (ORCA input):
```
! RIJCOSX wB97M-V def2-TZVPD def2/J DEFGRID3
* xyz 0 1
O 0.47 -1.17 1.30
C -0.18 -0.87 0.33
O -1.11 -1.71 -0.20
C -0.19 0.40 -0.40
C 0.74 1.38 -0.18
F 1.55 1.38 0.83
F 0.77 2.54 -0.80
H -1.06 -2.54 0.30
H -0.99 0.59 -1.18
*
```


6.
The following is a quantum chemistry calculation of C5H9N in the gas phase, from OMol25.

Properties
highest occupied orbital energy = -0.2350 Eh

Structure (ORCA input):
```
! RIJCOSX wB97M-V def2-TZVPD def2/J DEFGRID3
* xyz 0 1
C -0.85 -0.93 0.94
C -0.27 -1.45 -0.39
C -0.02 0.28 1.18
N 0.38 0.82 0.03
C 0.75 2.07 -0.23
C 0.31 -0.19 -1.06
H -1.92 -0.68 0.82
H -0.80 -1.68 1.74
H 0.53 -2.16 -0.18
H -1.01 -1.94 -1.03
H 0.06 0.86 2.09
H 0.62 2.81 0.55
H 1.22 2.30 -1.17
H 1.32 -0.33 -1.45
H -0.32 0.22 -1.85
*
```


7.
The following is a quantum chemistry calculation of CH2Cl4P2 in the gas phase at a distorted geometry, from OMol25.

Properties
highest occupied orbital energy = -0.3376 Eh
SMILES = C=P(Cl)(Cl)P(Cl)Cl

Structure (ORCA input):
```
! RIJCOSX wB97M-V def2-TZVPD def2/J DEFGRID3
* xyz 0 1
C 0.27 -0.07 0.19
P 1.80 0.59 0.02
Cl 3.15 1.75 1.74
Cl 1.74 2.02 -1.33
P 3.30 -0.88 -0.69
Cl 3.10 -2.14 0.88
Cl 4.99 0.19 -0.29
H -0.43 0.78 -0.01
H 0.11 -1.02 0.71
*
```


8.
The following is a quantum chemistry calculation of C3H6OS in the gas phase at a distorted geometry, from OMol25.

Properties
highest occupied orbital energy = -0.3230 Eh
SMILES = CCC(O)=S

Structure (ORCA input):
```
! RIJCOSX wB97M-V def2-TZVPD def2/J DEFGRID3
* xyz 0 1
C 1.95 -0.58 -0.52
C 1.01 -0.45 0.72
C -0.20 0.30 0.28
O -0.05 1.66 -0.09
S -1.59 -0.50 -0.14
H 2.25 0.58 -0.58
H 2.91 -1.24 -0.59
H 1.20 -0.67 -1.48
H 1.52 0.03 1.65
H 0.60 -1.44 1.19
H 0.88 1.83 -0.03
*
```


9.
The following is a quantum chemistry calculation of a molecular structure, C4H5NS at a distorted geometry, from OMol25.

Properties
highest occupied orbital energy (alpha / beta) = -0.3277 / -0.2808 Eh

Structure (ORCA input):
```
! RIJCOSX wB97M-V def2-TZVPD def2/J DEFGRID3
* xyz 0 1
C -0.87 -1.08 0.88
C 0.57 0.90 0.62
C -0.48 -0.24 -1.25
C -0.67 0.02 0.24
N 1.64 0.11 0.18
S 1.08 -1.03 -0.79
H -0.92 -1.31 1.93
H 0.45 1.84 0.07
H 0.68 1.12 1.68
H -1.17 -0.96 -1.66
H -0.32 0.62 -1.89
*
```


10.
The following is a quantum chemistry calculation of a molecular structure, C20H18BN3OS5W at a distorted geometry, from OMol25.

Properties
highest occupied orbital energy (alpha / beta) = -0.2597 / -0.2621 Eh

Structure (ORCA input):
```
! RIJCOSX wB97M-V def2-TZVPD def2/J DEFGRID3
* xyz 0 1
W -0.67 0.15 -0.15
S -2.04 2.17 -0.61
C -1.14 3.45 0.20
C -0.99 4.72 -0.36
C -0.30 5.71 0.32
C 0.25 5.47 1.57
C 0.09 4.22 2.15
C -0.58 3.23 1.45
S -0.78 1.60 2.11
C 0.95 1.23 2.46
C 1.10 -0.25 2.42
C 1.75 -0.90 3.45
C 1.88 -2.27 3.42
C 1.35 -2.95 2.35
C 0.69 -2.24 1.35
C 0.14 -2.98 0.18
S 0.48 -1.96 -1.28
C -0.81 -2.53 -2.35
C -1.00 -3.88 -2.61
C -2.00 -4.26 -3.49
C -2.77 -3.28 -4.11
C -2.56 -1.93 -3.84
C -1.57 -1.53 -2.94
S -1.25 0.16 -2.59
N 0.55 -0.91 1.39
H -1.42 4.90 -1.34
H -0.18 6.69 -0.15
H 0.79 6.25 2.09
H 0.50 4.02 3.14
H 1.23 1.62 3.43
H 1.53 1.72 1.68
H 2.16 -0.31 4.26
H 2.39 -2.80 4.21
H 1.43 -4.02 2.27
H -0.94 -3.11 0.25
H 0.62 -3.95 0.09
H -0.38 -4.63 -2.14
H -2.18 -5.30 -3.69
H -3.55 -3.56 -4.81
H -3.17 -1.17 -4.32
B 3.66 1.71 -1.26
C 2.16 1.40 -0.91
N 1.09 1.13 -0.59
H 4.08 2.47 -0.40
H 3.71 2.20 -2.38
H 4.22 0.63 -1.21
O -3.03 -3.28 0.73
S -3.34 -1.88 0.36
N -2.16 -0.95 0.20
*
```


11.
The following is a quantum chemistry calculation of C3H4O2 in the gas phase at a distorted geometry, from OMol25.

Properties
highest occupied orbital energy = -0.3416 Eh
SMILES = C=COC=O

Structure (ORCA input):
```
! RIJCOSX wB97M-V def2-TZVPD def2/J DEFGRID3
* xyz 0 1
C 0.50 -1.39 0.22
C -0.68 -0.82 0.57
O -0.84 0.56 0.49
C 0.16 1.22 -0.22
O 0.80 0.54 -1.10
H 1.34 -1.22 -0.52
H 0.65 -2.33 0.87
H -1.51 -1.52 1.06
H -0.04 2.24 0.00
*
```


12.
The following is a quantum chemistry calculation of a molecular structure, C40H39F3IrN5S3Sb, from OMol25.

Properties
highest occupied orbital energy (alpha / beta) = -0.6557 / -0.6556 Eh

Structure (ORCA input):
```
! RIJCOSX wB97M-V def2-TZVPD def2/J DEFGRID3
* xyz 4 6
Ir -1.16 1.78 0.70
C -3.04 -0.52 1.98
N -3.21 0.56 1.01
C -3.61 0.22 -0.36
C -3.37 1.46 -1.17
N -2.48 2.40 -0.81
C -2.68 3.48 -1.69
C -2.17 4.78 -1.69
C -2.63 5.64 -2.67
C -3.56 5.23 -3.64
C -4.10 3.96 -3.62
C -3.64 3.11 -2.62
N -4.05 1.83 -2.24
C -1.76 -0.29 2.73
N -0.74 0.43 2.25
C 0.29 0.32 3.20
C 1.58 0.85 3.22
C 2.37 0.55 4.31
C 1.90 -0.25 5.36
C 0.63 -0.79 5.35
C -0.16 -0.48 4.24
N -1.46 -0.85 3.90
H -3.89 -0.58 2.67
H -2.98 -1.48 1.46
H -3.83 1.28 1.38
H -4.65 -0.09 -0.43
H -2.99 -0.61 -0.71
H -1.51 5.13 -0.91
H -2.28 6.66 -2.69
H -3.89 5.93 -4.39
H -4.85 3.65 -4.34
H -4.78 1.29 -2.69
H 1.92 1.48 2.41
H 3.38 0.94 4.36
H 2.55 -0.45 6.20
H 0.26 -1.40 6.16
H -2.08 -1.40 4.47
C 3.76 3.17 0.37
C 3.36 1.72 0.05
S 1.65 1.28 -0.42
C 1.31 2.43 -1.77
C 1.08 3.88 -1.31
S 0.52 3.89 0.42
C 0.90 5.61 0.92
C 2.41 5.61 1.19
S 2.84 3.92 1.73
H 3.71 3.81 -0.50
H 4.80 3.15 0.70
H 3.59 1.05 0.88
H 3.98 1.41 -0.79
H 0.40 2.03 -2.23
H 2.10 2.39 -2.52
H 0.32 4.37 -1.92
H 1.98 4.48 -1.36
H 0.32 5.80 1.82
H 0.59 6.31 0.15
H 2.68 6.29 2.00
H 3.01 5.88 0.32
F -4.09 -6.75 -2.10
C -3.21 -5.85 -1.72
C -2.89 -5.77 -0.36
C -1.98 -4.82 0.04
C -1.37 -3.98 -0.91
C -1.74 -4.06 -2.27
C -2.65 -5.01 -2.67
Sb 0.14 -2.74 -0.21
C 1.31 -2.11 -1.81
C 0.74 -1.52 -2.94
C 1.54 -1.10 -3.99
C 2.91 -1.25 -3.87
F 3.68 -0.83 -4.86
C 3.51 -1.81 -2.75
C 2.70 -2.23 -1.71
C 1.32 -3.99 0.98
C 2.05 -4.99 0.34
C 2.75 -5.92 1.09
C 2.69 -5.83 2.47
F 3.36 -6.71 3.20
C 1.97 -4.85 3.13
C 1.27 -3.92 2.37
H -3.35 -6.47 0.33
H -1.70 -4.77 1.08
H -1.28 -3.43 -3.01
H -2.92 -5.14 -3.71
H -0.33 -1.40 -3.03
H 1.13 -0.68 -4.90
H 4.59 -1.92 -2.72
H 3.16 -2.66 -0.83
H 2.08 -5.07 -0.75
H 3.33 -6.70 0.63
H 1.95 -4.83 4.21
H 0.71 -3.14 2.87
*
```


13.
The following is a quantum chemistry calculation of C13H12Br2 in the gas phase at a distorted geometry, from OMol25.

Properties
highest occupied orbital energy = -0.3124 Eh
SMILES = Br/C=C/C=C\C=C(\CBr)c1ccccc1

Structure (ORCA input):
```
! RIJCOSX wB97M-V def2-TZVPD def2/J DEFGRID3
* xyz 0 1
Br 3.38 -1.81 0.12
C 2.67 -0.05 -0.12
C 2.15 0.44 -1.20
C 1.66 1.79 -1.33
C 0.96 2.37 -0.35
C 0.54 1.70 0.95
C -0.06 0.51 1.17
C -0.34 -0.13 2.48
Br -1.17 1.16 3.70
C -0.74 -0.27 0.15
C -1.88 0.31 -0.48
C -2.58 -0.49 -1.34
C -2.15 -1.84 -1.56
C -1.09 -2.44 -0.83
C -0.31 -1.59 0.03
H 2.68 0.57 0.73
H 2.30 -0.15 -2.15
H 1.91 2.44 -2.13
H 0.65 3.42 -0.56
H 0.96 2.28 1.80
H 0.61 -0.55 2.82
H -1.14 -0.96 2.40
H -2.26 1.29 -0.13
H -3.59 -0.21 -1.70
H -2.82 -2.40 -2.25
H -0.91 -3.47 -0.82
H 0.57 -1.91 0.60
*
```


14.
The following is a quantum chemistry calculation of a molecular structure, C16H24CoN2O at a distorted geometry, from OMol25.

Properties
highest occupied orbital energy (alpha / beta) = -0.2223 / -0.2570 Eh

Structure (ORCA input):
```
! RIJCOSX wB97M-V def2-TZVPD def2/J DEFGRID3
* xyz 0 4
C 2.79 0.92 -0.53
C 2.02 2.12 -0.46
H 2.87 0.68 0.52
H 3.73 1.35 -1.01
H 2.80 -0.04 -1.11
H 0.92 2.35 -0.36
H 2.38 2.55 0.49
H 2.33 2.67 -1.33
C 1.15 -2.45 -0.24
C 0.84 -3.81 -0.23
C -0.45 -4.23 -0.47
C -1.45 -3.30 -0.70
H 2.11 -2.04 -0.03
H 1.65 -4.50 -0.02
H -0.69 -5.30 -0.47
H -2.50 -3.58 -0.88
N 0.16 -1.55 -0.53
C -1.14 -1.95 -0.70
C -2.05 -0.82 -0.91
N -1.41 0.38 -0.91
C -2.06 1.55 -1.04
C -4.11 0.36 -1.34
C -3.41 1.55 -1.29
H -1.41 2.44 -0.97
H -3.88 2.52 -1.46
C -3.43 -0.84 -1.14
H -3.92 -1.79 -1.18
H -5.18 0.37 -1.53
Co 0.38 0.25 -0.66
C 0.87 0.46 -2.54
H 0.07 1.06 -3.01
H 0.85 -0.54 -3.01
H 1.84 0.93 -2.81
C 1.88 1.44 2.74
C 0.63 0.63 2.50
C -0.48 1.15 3.39
O 0.19 0.63 1.15
H 1.69 2.48 2.49
H 2.69 1.06 2.15
H 2.18 1.40 3.78
H 0.80 -0.40 2.88
H -0.78 2.15 3.08
H -1.32 0.47 3.31
H -0.13 1.19 4.42
*
```


15.
The following is a quantum chemistry calculation of 4 unconnected molecules or ions with the total composition C5H12O2, from OMol25.

Properties
highest occupied orbital energy = -0.3456 Eh

Structure (ORCA input):
```
! RIJCOSX wB97M-V def2-TZVPD def2/J DEFGRID3
* xyz 0 1
C 2.56 0.87 -0.07
C 2.66 -0.22 -0.90
O 0.95 -1.49 -0.61
C 0.07 -1.07 0.19
C -1.20 -0.43 -0.37
O -1.91 0.16 0.68
C -3.12 0.73 0.25
H 1.30 0.57 0.64
H 2.23 1.82 -0.47
H 3.16 0.91 0.83
H 3.25 -1.08 -0.62
H 2.34 -0.17 -1.93
H -0.07 -1.57 1.16
H 0.55 0.15 0.85
H -0.92 0.30 -1.15
H -1.80 -1.22 -0.85
H -3.80 -0.03 -0.18
H -2.96 1.51 -0.51
H -3.60 1.17 1.13
*
```


16.
The following is a quantum chemistry calculation of 2 unconnected molecules or ions with the total composition C2H6NO3 at a distorted geometry, from OMol25.

Properties
highest occupied orbital energy = -0.1518 Eh

Structure (ORCA input):
```
! RIJCOSX wB97M-V def2-TZVPD def2/J DEFGRID3
* xyz -1 1
O -0.59 0.71 2.38
C -0.37 0.24 1.25
O 0.33 -0.76 0.95
C -1.06 1.01 0.06
N -1.01 0.33 -1.22
H -2.06 1.20 0.44
H -0.52 1.96 0.00
H -1.42 -0.59 -1.07
H -0.03 0.10 -1.37
H 2.76 -0.84 -0.42
H 1.54 -1.64 -0.29
O 2.43 -1.71 -0.70
*
```


17.
The following is a quantum chemistry calculation of 2 unconnected molecules or ions with the total composition C6H14O2P at a distorted geometry, from OMol25.

Properties
highest occupied orbital energy (alpha / beta) = -0.1346 / -0.1590 Eh

Structure (ORCA input):
```
! RIJCOSX wB97M-V def2-TZVPD def2/J DEFGRID3
* xyz -1 1
C 2.16 -0.19 -1.56
C -0.01 -0.69 1.46
C 0.41 1.66 0.83
C -3.00 -0.59 0.25
C 0.66 -0.26 -1.64
C -0.39 0.47 0.68
O -2.27 1.49 2.21
O -2.50 2.06 -0.15
P -2.13 0.98 0.83
H 2.73 -0.70 -2.36
H 2.56 -0.55 -0.68
H 2.62 0.80 -1.57
H 0.66 -0.35 2.35
H 0.42 -1.47 0.88
H -0.80 -1.13 1.93
H 1.53 1.67 0.91
H 0.25 2.30 -0.01
H 0.09 2.16 1.72
H -3.84 -0.24 -0.30
H -2.32 -1.25 -0.25
H -3.40 -1.05 1.12
H 0.22 0.43 -2.17
H 0.26 -1.20 -1.60
*
```